No. 1
Below is a cluster of 10 separate species, C30H50O30 in total at a distorted geometry, with properties calculated with ωB97M-V/def2-TZVPD.

Structure (XYZ):
```
110
Properties=species:S:1:pos:R:3
C -3.38 -7.19 -7.45
O -2.04 -7.64 -7.52
C -1.04 -7.21 -6.86
O -1.07 -6.25 -6.06
O 0.03 -7.88 -7.22
C 1.31 -7.71 -6.60
H -3.78 -7.01 -8.45
H -3.57 -6.31 -6.83
H -4.06 -7.94 -7.04
H 1.49 -6.72 -7.03
H 1.97 -8.52 -6.91
H 1.36 -7.68 -5.51
C -0.93 -0.86 -0.71
O -1.12 0.06 0.34
C 0.09 0.58 0.92
O 1.20 0.56 0.35
O -0.22 1.09 2.03
C 0.72 1.43 3.00
H -0.47 -1.77 -0.32
H -0.38 -0.34 -1.49
H -1.91 -0.98 -1.17
H 1.43 2.22 2.75
H 1.39 0.67 3.41
H 0.17 1.81 3.87
C -1.86 5.21 -4.11
O -2.61 6.37 -3.81
C -2.60 6.89 -2.52
O -2.03 6.35 -1.56
O -3.48 7.93 -2.35
C -3.89 8.38 -0.99
H -0.77 5.19 -4.00
H -2.05 4.95 -5.15
H -2.38 4.40 -3.60
H -4.61 9.19 -0.96
H -2.97 8.59 -0.44
H -4.46 7.59 -0.50
C 6.15 0.81 -4.35
O 7.27 1.54 -4.76
C 7.04 2.75 -5.19
O 5.95 3.38 -5.10
O 8.25 3.36 -5.31
C 8.38 4.73 -5.71
H 5.42 1.16 -5.08
H 5.77 1.10 -3.37
H 6.47 -0.24 -4.32
H 9.42 4.91 -5.97
H 8.17 5.37 -4.85
H 7.76 4.87 -6.59
C 7.66 -1.49 6.20
O 7.64 -2.80 6.84
C 6.83 -2.95 7.96
O 6.35 -2.02 8.57
O 6.80 -4.24 8.31
C 6.30 -4.72 9.53
H 8.51 -1.27 5.54
H 7.68 -0.69 6.93
H 6.70 -1.44 5.70
H 6.84 -5.64 9.78
H 5.23 -4.88 9.37
H 6.49 -4.06 10.37
O -6.41 1.68 -4.84
C -7.21 2.56 -4.40
O -8.21 3.22 -5.10
C -8.83 4.11 -4.23
C -8.09 3.92 -2.92
O -7.25 2.76 -3.11
H -8.69 5.11 -4.64
H -9.87 3.82 -4.08
H -8.93 3.82 -2.23
H -7.59 4.86 -2.69
O 1.02 -5.16 5.63
C -0.05 -4.80 5.95
O -0.22 -3.48 6.08
C -1.59 -3.22 6.00
C -2.23 -4.63 6.36
O -1.23 -5.53 6.01
H -2.03 -2.39 6.55
H -1.76 -3.01 4.94
H -3.12 -4.74 5.74
H -2.49 -4.69 7.42
O -9.25 4.14 3.63
C -8.11 3.91 3.79
O -7.64 3.13 4.73
C -6.27 2.91 4.64
C -5.94 3.85 3.40
O -7.16 4.33 3.02
H -5.64 3.15 5.50
H -6.11 1.88 4.35
H -5.54 3.12 2.70
H -5.14 4.56 3.63
O 6.61 7.45 2.84
C 5.93 6.83 2.02
O 6.17 5.56 1.75
C 5.64 5.34 0.45
C 4.42 6.16 0.56
O 4.93 7.26 1.31
H 6.34 5.64 -0.33
H 5.51 4.28 0.24
H 3.49 5.69 0.88
H 4.03 6.50 -0.39
O 1.22 -9.01 -0.90
C 0.01 -8.87 -0.68
O -0.97 -9.55 -1.27
C -2.18 -8.80 -1.05
C -1.84 -7.95 0.19
O -0.50 -7.83 -0.02
H -2.42 -8.10 -1.85
H -3.04 -9.41 -0.80
H -2.09 -8.42 1.14
H -2.29 -6.96 0.10
```

Summary:
**HOMO energy**: -10.45 eV
**HOMO-LUMO gap**: 10.3 eV
**Energy above the lowest of the compared OMol25 structures with the same formula, charge and spin**: 6.317 eV
**SMILES**: COC(=O)OC.COC(=O)OC.COC(=O)OC.COC(=O)OC.COC(=O)OC.O=C1OCCO1.O=C1OCCO1.O=C1OCCO1.O=C1OCCO1.O=C1OCCO1

No. 2
Below is a structure of composition C30H51CaN2O2P2 at a distorted geometry, with properties calculated with ωB97M-V/def2-TZVPD.

Structure (XYZ):
```
88
Properties=species:S:1:pos:R:3
C -1.11 -1.95 1.03
C 1.15 -1.37 0.74
C -0.78 -3.25 1.39
C 1.50 -2.74 0.87
C 0.55 -3.67 1.27
H -1.54 -3.88 1.84
H 2.54 -3.01 0.67
H 0.82 -4.71 1.47
N -0.19 -1.04 0.68
P -3.10 -0.13 0.00
P 2.07 1.32 1.33
C -2.59 -1.53 1.07
H -3.22 -2.41 0.83
H -2.80 -1.26 2.12
C 2.14 -0.32 0.67
H 2.98 -0.52 0.00
C 3.09 2.50 0.08
C 2.99 0.79 2.98
C -3.42 -1.00 -1.67
C -4.71 0.40 0.91
C 2.14 3.21 -0.91
H 1.41 3.89 -0.43
H 2.77 3.81 -1.59
H 1.60 2.49 -1.56
C 3.80 3.56 0.94
H 3.08 4.15 1.54
H 4.56 3.13 1.61
H 4.31 4.27 0.27
C 4.10 1.69 -0.73
H 4.80 2.39 -1.21
H 4.69 0.99 -0.14
H 3.59 1.14 -1.53
C 3.03 2.01 3.91
H 2.03 2.25 4.32
H 3.71 1.82 4.76
H 3.39 2.92 3.40
C 2.19 -0.35 3.66
H 1.10 -0.19 3.67
H 2.38 -1.31 3.16
H 2.52 -0.46 4.71
C 4.37 0.27 2.58
H 4.30 -0.73 2.15
H 4.87 0.91 1.84
H 5.04 0.18 3.46
C -5.47 1.43 0.06
H -6.35 1.76 0.63
H -4.85 2.32 -0.15
H -5.83 1.02 -0.89
C -4.27 1.04 2.23
H -3.72 0.34 2.87
H -3.67 1.94 2.10
H -5.17 1.34 2.79
C -5.60 -0.79 1.26
H -5.07 -1.54 1.86
H -6.43 -0.40 1.87
H -6.04 -1.28 0.39
C -2.40 -2.13 -1.90
H -2.57 -2.97 -1.21
H -2.52 -2.52 -2.93
H -1.36 -1.79 -1.79
C -3.26 0.08 -2.78
H -2.24 0.46 -2.84
H -3.51 -0.38 -3.75
H -3.94 0.93 -2.61
C -4.82 -1.62 -1.80
H -5.00 -2.42 -1.06
H -5.63 -0.88 -1.76
H -4.88 -2.10 -2.80
Ca -0.49 1.27 -0.17
C -0.60 1.72 2.49
O -0.81 1.80 3.62
N 0.58 0.58 -2.11
C 1.32 0.03 -2.83
C 2.13 -1.08 -3.46
C 3.35 -1.40 -2.59
C 1.26 -2.34 -3.47
C 2.61 -0.60 -4.83
H 3.96 -0.52 -2.39
H 3.05 -1.80 -1.63
H 3.99 -2.15 -3.08
H 0.34 -2.21 -4.03
H 1.83 -3.17 -3.90
H 0.98 -2.60 -2.43
H 2.86 -1.47 -5.46
H 1.90 0.03 -5.35
H 3.53 -0.02 -4.68
O -1.81 4.40 1.45
C -1.52 3.42 0.89
```

Summary:
**HOMO energy (alpha / beta)**: -8.58 / -8.59 eV
**HOMO-LUMO gap (alpha / beta)**: 5.5 / 5.5 eV
**Net charge**: +1
**Energy above the lowest of the compared OMol25 structures with the same formula, charge and spin**: 0.520 eV

No. 3
Below is a cluster of 9 separate species, C30H51Cl16N3O3 in total at a distorted geometry, with properties calculated with ωB97M-V/def2-TZVPD.

Structure (XYZ):
```
103
Properties=species:S:1:pos:R:3
C -2.01 0.51 -5.64
C -1.33 0.65 -4.18
C -0.74 -0.76 -3.62
O -0.58 -0.67 -2.18
C -0.41 -1.97 -1.57
C 1.08 -2.18 -0.92
C 2.14 -2.86 -1.85
C 3.63 -3.14 -1.35
C 4.72 -3.87 -2.29
C 3.94 -2.68 0.10
N 5.31 -2.88 0.65
C 2.87 -1.99 1.05
N 3.33 -1.60 2.35
C 2.30 -1.01 3.15
C 0.85 -0.82 2.62
C -0.22 -0.17 3.65
O 0.38 0.31 4.88
O 0.20 -0.65 5.85
N 0.35 -1.14 1.32
C 1.42 -1.73 0.57
H -2.95 1.18 -5.65
H -2.35 -0.55 -5.89
H -1.35 0.89 -6.50
H -0.50 1.44 -4.27
H -2.14 1.05 -3.47
H 0.32 -0.85 -4.07
H -1.38 -1.65 -3.97
H -1.19 -2.04 -0.71
H -0.60 -2.82 -2.31
H 1.82 -3.17 -2.90
H 4.64 -5.01 -2.10
H 4.51 -3.72 -3.41
H 5.79 -3.58 -2.04
H 5.59 -2.02 1.18
H 6.00 -2.95 -0.11
H 2.59 -0.68 4.21
H -1.04 -0.93 3.93
H -0.73 0.74 3.16
H 0.90 -1.35 5.73
Cl -3.58 -2.62 3.25
C -2.81 -4.23 3.17
C -1.64 -4.27 2.21
Cl -2.15 -4.11 0.51
H -3.58 -4.95 2.90
H -2.47 -4.47 4.18
H -1.13 -5.22 2.29
H -0.93 -3.47 2.42
Cl 3.88 5.04 2.07
C 2.39 4.12 2.44
C 2.64 2.64 2.56
Cl 3.06 1.90 0.99
H 1.65 4.34 1.66
H 2.01 4.51 3.39
H 1.74 2.13 2.91
H 3.45 2.42 3.26
Cl 2.49 -5.87 0.89
C 2.48 -6.21 2.64
C 1.57 -7.37 2.98
Cl -0.14 -6.96 2.73
H 2.17 -5.29 3.15
H 3.50 -6.43 2.92
H 1.69 -7.63 4.04
H 1.81 -8.26 2.39
Cl -2.31 2.64 -9.07
C -1.06 2.04 -10.19
C -0.46 0.73 -9.72
Cl 0.54 0.94 -8.26
H -0.31 2.82 -10.30
H -1.55 1.90 -11.15
H 0.20 0.33 -10.49
H -1.22 -0.01 -9.51
Cl -0.63 3.25 1.51
C -1.79 4.51 2.02
C -2.12 5.46 0.89
Cl -0.73 6.49 0.46
H -1.37 5.03 2.88
H -2.69 3.99 2.35
H -2.92 6.13 1.20
H -2.43 4.93 0.00
Cl 2.50 10.55 1.45
C 2.51 9.10 0.42
C 2.73 9.43 -1.04
Cl 1.34 10.29 -1.76
H 1.56 8.57 0.57
H 3.31 8.46 0.78
H 2.86 8.51 -1.62
H 3.62 10.05 -1.18
Cl -2.46 -6.43 5.30
C -3.00 -5.60 6.78
C -3.52 -6.58 7.82
Cl -5.06 -7.33 7.33
H -3.76 -4.87 6.51
H -2.13 -5.07 7.18
H -3.71 -6.05 8.76
H -2.80 -7.38 8.02
Cl -4.68 6.06 -1.27
C -4.83 5.48 -2.94
C -4.45 4.01 -3.06
Cl -2.71 3.75 -2.79
H -4.20 6.11 -3.58
H -5.87 5.62 -3.24
H -4.68 3.65 -4.06
H -5.00 3.40 -2.34
```

Summary:
**HOMO energy**: -7.58 eV
**HOMO-LUMO gap**: 6.9 eV
**SMILES**: CCCOCc1cc(C)c(N)c2ncc(COO)nc12.ClCCCl.ClCCCl.ClCCCl.ClCCCl.ClCCCl.ClCCCl.ClCCCl.ClCCCl

No. 4
Below is a structure of composition C30H51Cl2N2OPSc at a distorted geometry, with properties calculated with ωB97M-V/def2-TZVPD.

Structure (XYZ):
```
88
Properties=species:S:1:pos:R:3
P -0.75 -0.93 -0.93
C -1.22 -2.54 0.03
C -1.74 -3.76 -0.74
C -2.20 -4.89 0.16
C -1.23 -5.21 1.30
C -0.58 -3.99 1.97
C -0.09 -2.95 0.97
C 0.79 -1.46 -1.86
C 0.71 -2.90 -2.32
C 1.82 -3.26 -3.28
C 3.19 -2.92 -2.71
C 3.28 -1.57 -1.98
C 2.08 -1.24 -1.07
C -1.97 -1.22 -2.36
C -3.41 -1.13 -1.85
C -4.39 -1.49 -2.97
C -4.16 -0.70 -4.27
C -2.68 -0.62 -4.69
C -1.71 -0.30 -3.55
H -2.04 -2.11 0.62
H -0.94 -4.19 -1.34
H -2.53 -3.50 -1.45
H -2.29 -5.79 -0.46
H -3.19 -4.66 0.56
H -1.76 -5.79 2.07
H -0.43 -5.85 0.91
H -1.30 -3.51 2.64
H 0.28 -4.33 2.57
H 0.31 -2.07 1.50
H 0.75 -3.36 0.39
H 0.78 -0.79 -2.73
H 1.66 -2.74 -4.24
H -0.25 -3.12 -2.79
H 0.82 -3.54 -1.44
H 1.78 -4.34 -3.47
H 3.93 -2.93 -3.51
H 3.47 -3.71 -2.00
H 4.19 -1.53 -1.38
H 3.33 -0.77 -2.73
H 2.15 -0.20 -0.71
H 2.10 -1.87 -0.17
H -1.84 -2.25 -2.74
H -3.57 -1.83 -1.03
H -3.63 -0.14 -1.44
H -4.28 -2.55 -3.21
H -5.43 -1.37 -2.63
H -4.53 0.32 -4.12
H -4.74 -1.17 -5.08
H -2.56 0.08 -5.52
H -2.41 -1.61 -5.09
H -0.69 -0.44 -3.92
H -1.76 0.76 -3.26
Sc -0.20 1.85 0.63
Cl 0.56 2.00 -1.61
Cl -1.28 0.20 1.99
C 1.55 2.12 1.84
H 1.83 3.21 1.99
C 2.66 1.40 2.39
C 3.84 2.10 2.88
C 4.97 1.42 3.29
C 4.99 0.01 3.29
C 3.83 -0.69 2.89
C 2.68 -0.02 2.47
H 3.80 3.20 2.90
H 5.85 1.96 3.63
H 3.83 -1.79 2.92
H 1.76 -0.58 2.22
H 5.88 -0.53 3.57
C -1.65 3.56 3.78
N -1.03 4.78 3.23
C -1.05 5.94 4.12
C -0.52 4.74 1.98
O -0.75 3.68 1.27
N 0.23 5.71 1.42
C 0.61 7.01 1.98
C 0.65 5.53 0.03
H -1.95 3.80 4.80
H -0.95 2.72 3.78
H -2.53 3.29 3.18
H -0.09 6.13 4.61
H -1.38 6.85 3.61
H -1.77 5.72 4.91
H 1.67 7.19 1.73
H 0.03 7.82 1.51
H 0.51 7.11 3.06
H 1.27 4.62 -0.10
H -0.21 5.45 -0.64
H 1.24 6.42 -0.23
```

Summary:
**HOMO energy**: -1.52 eV
**HOMO-LUMO gap**: 3.6 eV
**Net charge**: -1

No. 5
Below is a structure of composition C30H51N2O2P2Sr at a distorted geometry, with properties calculated with ωB97M-V/def2-TZVPD.

Structure (XYZ):
```
88
Properties=species:S:1:pos:R:3
C -2.21 0.97 -1.20
C -2.64 -1.24 -0.35
C -3.40 0.99 -1.90
C -3.89 -1.21 -1.02
C -4.24 -0.12 -1.78
H -3.62 1.86 -2.48
H -4.50 -2.08 -0.91
H -5.19 -0.11 -2.29
N -1.86 -0.11 -0.49
P -0.43 2.69 0.38
P -0.49 -2.72 0.88
C -1.20 2.15 -1.23
H -0.41 1.90 -1.97
H -1.71 3.04 -1.61
C -2.13 -2.38 0.36
H -2.78 -3.25 0.36
C 0.45 -3.45 -0.58
C -0.35 -3.56 2.47
C 1.16 3.59 0.06
C -1.74 3.36 1.42
C 1.97 -3.24 -0.44
H 2.39 -3.80 0.40
H 2.46 -3.61 -1.35
H 2.26 -2.19 -0.31
C 0.10 -4.93 -0.60
H 0.54 -5.48 0.24
H -0.98 -5.09 -0.63
H 0.53 -5.35 -1.51
C -0.08 -2.81 -1.87
H 0.51 -3.18 -2.72
H -1.13 -3.09 -2.04
H -0.03 -1.71 -1.88
C 1.12 -3.97 2.70
H 1.81 -3.11 2.67
H 1.18 -4.41 3.69
H 1.45 -4.72 1.97
C -0.81 -2.69 3.63
H -0.07 -1.93 3.85
H -1.78 -2.22 3.51
H -0.78 -3.26 4.55
C -1.31 -4.71 2.38
H -1.08 -5.39 1.57
H -1.22 -5.26 3.32
H -2.34 -4.36 2.28
C -1.18 3.51 2.85
H -1.96 4.00 3.46
H -0.96 2.54 3.33
H -0.28 4.13 2.89
C -2.99 2.46 1.41
H -3.52 2.52 0.45
H -2.81 1.41 1.62
H -3.66 2.82 2.21
C -2.13 4.70 0.82
H -3.08 4.98 1.28
H -1.42 5.49 1.04
H -2.29 4.64 -0.27
C 1.50 3.52 -1.42
H 0.73 3.98 -2.05
H 2.44 4.06 -1.58
H 1.66 2.49 -1.76
C 2.31 2.96 0.89
H 2.57 1.94 0.57
H 3.20 3.59 0.76
H 2.08 2.94 1.97
C 0.97 5.04 0.45
H 0.24 5.54 -0.19
H 0.71 5.18 1.50
H 1.93 5.54 0.28
Sr 0.26 -0.03 0.74
C -1.32 0.14 2.79
O -2.24 0.37 3.51
N 1.36 0.04 -1.01
C 2.08 -0.01 -1.91
C 2.92 -0.03 -2.99
C 2.36 -1.06 -3.94
C 2.86 1.37 -3.56
C 4.28 -0.41 -2.45
H 2.35 -2.07 -3.51
H 1.34 -0.82 -4.27
H 3.01 -1.06 -4.81
H 3.24 2.12 -2.86
H 3.50 1.39 -4.43
H 1.85 1.65 -3.87
H 4.96 -0.44 -3.30
H 4.67 0.31 -1.73
H 4.28 -1.40 -1.98
O 0.43 0.06 4.35
C 0.20 0.08 3.20
```

Summary:
**HOMO energy (alpha / beta)**: -8.37 / -9.83 eV
**HOMO-LUMO gap (alpha / beta)**: 4.1 / 7.7 eV
**Net charge**: +1
**Energy above the lowest of the compared OMol25 structures with the same formula, charge and spin**: 0.000 eV